# 1
ORCA calculation (ωB97M-V/def2-TZVPD) on a molecular structure, C6H7ClN2O.

Results
- E_HOMO (alpha / beta): -0.3112 / -0.3113 hartree
- Charge: 0
- Energy relative to the best compared isomer or geometry (same formula, charge and spin): 157.1 kcal per mole

Geometry (Å):
N  -1.47391  0.55504  0.02244
H  1.57603  2.67323  -1.04098
C  -0.95999  -0.60054  0.54474
C  -1.84646  -1.10080  1.75341
C  0.73737  0.92524  -0.22427
H  -0.90576  2.51148  -0.73093
Cl  -1.03824  -1.51896  3.06606
N  0.83820  -0.16807  0.46301
H  2.09934  1.22367  -1.70791
C  1.90585  1.70357  -0.79675
C  -1.14134  -1.84071  -0.23342
O  1.60111  -1.05853  0.81938
H  -0.70403  -2.68817  0.23745
C  -0.61796  1.44243  -0.36925
H  -2.14911  -2.04303  -0.53679
H  -0.64744  -1.71111  -1.18864
H  2.72636  1.69529  -0.07757

Quick look at the Mulliken charges, all values in e: N -0.623; H 0.374; C 1.325; C -0.498; C 0.637; H 0.295; Cl 0.004; N 0.368; H 0.314; C -1.356; C -1.568; O -0.675; H 0.394; C -0.127; H 0.398; H 0.399; H 0.339

# 2
ORCA calculation (ωB97M-V/def2-TZVPD) on a molecular structure, C2H4KNO.

Results
- E_HOMO: -0.2083 hartree
- Charge: 0
- Energy relative to the best compared isomer or geometry (same formula, charge and spin): 0.0 kcal per mole

Geometry (Å):
C  -0.99066  -0.40563  0.32677
N  1.39508  -0.56762  0.58587
O  -1.87609  -0.10383  1.10250
H  -1.08919  -1.32867  -0.30196
C  0.33753  0.24442  0.11147
H  0.32131  1.22653  0.64441
H  0.38415  0.52466  -0.93262
K  0.32010  1.94050  -1.84429
H  1.19777  -1.53035  0.30785

Quick look at the Mulliken charges, all values in e: C 0.036; N -0.728; O -0.502; H 0.319; C -0.641; H 0.317; H 0.152; K 0.915; H 0.132

# 3
ORCA calculation (ωB97M-V/def2-TZVPD) on a molecular structure, C25H47BBeClCs2F5N5O13S.

Results
- E_HOMO: -0.1354 hartree
- Charge: -1

Geometry (Å):
O  4.29897  -9.19196  -1.36898
H  5.78609  -0.62433  -1.99785
H  3.09716  -5.37769  -1.17198
C  3.74149  -8.10527  -1.02125
N  2.36670  -1.26635  -1.98526
N  3.58685  -2.03790  -1.96968
H  2.02301  2.56012  -0.04847
C  -0.45148  -0.73152  -4.20070
H  2.86950  -1.56990  -4.06517
H  6.02454  -0.52810  -0.18999
H  0.20531  0.36992  -1.29672
H  -2.65754  5.67562  -0.44562
H  -2.90466  4.24253  0.55080
H  -4.29473  4.84703  2.06652
O  7.80463  -3.21661  0.58579
H  -0.38593  -0.31950  -5.20062
H  2.56339  -3.97813  -0.19405
O  -4.04396  -4.40236  2.46057
O  4.15780  -2.17708  0.31546
C  4.47602  -1.82008  -0.76945
C  -2.15606  4.90538  0.13976
C  2.66406  -4.38475  -1.18436
C  -1.25852  5.49634  1.21777
O  -5.37609  -2.32422  2.55648
N  -1.80749  6.51461  2.08024
H  -1.55340  4.30924  -0.55720
F  8.95591  -3.08484  2.39012
C  5.78272  -1.15594  -1.02882
F  -5.12356  0.26382  1.15521
O  -0.18049  -2.61081  2.77564
C  -3.30410  -1.04887  -2.29315
C  2.33299  -0.08411  -1.10733
H  -2.52222  -1.32274  -4.71060
F  -6.58903  1.96096  1.61782
C  -3.28263  -0.95486  -0.98065
C  -1.31626  -1.64448  -1.62738
H  -1.42525  -2.64621  -4.30085
C  -2.17488  7.72895  1.38170
H  2.27025  -0.38904  -0.07133
H  2.13605  0.03291  -3.76875
O  -4.25644  -3.16075  4.57191
O  7.99365  -3.48774  -1.53968
H  -0.59299  0.04964  -3.47954
H  3.21057  0.52544  -1.23265
C  -1.99685  -1.30492  -0.55755
Cs  2.79623  -2.20334  -5.76564
O  -2.94084  -2.26348  2.77297
C  1.14571  0.90549  -1.29496
C  -0.37212  -3.33285  1.66944
N  7.92198  -4.01406  -0.39114
C  0.67212  -1.71098  -3.90064
H  -0.30817  -1.98602  -1.61654
H  -3.34292  8.74523  2.91320
H  6.54846  -1.95084  -1.05413
H  -4.60541  6.58809  2.03499
H  1.31328  1.48232  -2.18720
H  -2.31130  -3.67281  5.02642
H  -1.34382  8.00889  0.72675
H  -1.64293  -1.32005  0.44596
B  -5.25310  1.62773  1.39052
C  -2.75770  6.04497  3.08300
H  -0.04702  -4.40579  1.68900
H  -0.86316  4.68879  1.84767
S  -4.27150  -3.09951  2.96675
C  -2.44262  8.89690  2.31828
C  1.08053  1.95860  -0.15071
H  0.31644  2.65049  -0.44908
H  0.83566  -2.27273  -4.86433
O  2.64774  -7.69564  -1.45858
C  -2.94269  -2.78223  5.02991
H  -2.99651  -2.37645  6.03642
C  -4.19955  5.77193  2.63484
H  -1.37748  -1.68450  3.98546
H  1.61303  -1.88861  -1.64274
Cs  2.95958  2.32138  1.76785
H  -4.14771  -0.84648  -2.90885
H  -1.42967  -3.41110  1.30096
H  -2.35299  5.14505  3.55188
O  3.71761  -3.96391  -3.15283
H  -2.90776  -0.78487  4.19041
H  0.33201  -2.44969  -3.19763
H  -3.05037  7.58802  0.72953
C  2.05229  -1.02729  -3.46490
C  3.34878  -3.50460  -2.14715
H  1.65211  -4.51769  -1.55444
Cl  0.50575  1.18899  1.37082
H  -4.83906  5.66643  3.51184
H  -2.78471  6.78266  3.89015
O  7.93895  -5.22363  -0.23495
C  -2.46163  -1.76877  4.01592
H  -1.60188  9.05422  2.99519
H  -4.04339  -0.67842  -0.30602
H  -2.58497  9.80959  1.73849
F  -4.79356  2.30597  0.23968
N  -2.09036  -1.45947  -2.72014
H  0.17305  -2.94407  0.71188
O  4.44891  -7.46402  -0.17392
Be  6.94878  0.63155  -2.58490
F  -4.47496  2.01116  2.50169
C  -1.70581  -1.62582  -4.08488
H  -0.37447  5.92380  0.71826

Here are the Mulliken charges for atoms 1 to 99, given in e: O -0.479; H 0.342; H -0.276; C 0.845; N 1.297; N 0.264; H 0.771; C -0.468; H 0.626; H 0.518; H -0.159; H 0.351; H 0.050; H -0.051; O -0.428; H 0.498; H 0.414; O -0.597; O -0.398; C 0.327; C -0.826; C -0.457; C -0.696; O -0.505; N 0.181; H 0.313; F -0.605; C -1.318; F -0.354; O -0.864; C -0.677; C -1.968; H 0.401; F -0.380; C -1.545; C -0.538; H 0.436; C -0.304; H 0.824; H 0.847; O -0.353; O -0.699; H 0.243; H 0.655; C -0.080; Cs 1.042; O -0.196; C 0.785; C 0.158; N 1.039; C -1.107; H -0.272; H 0.300; H 0.328; H 0.263; H 0.639; H 0.309; H 0.425; H 1.180; B 0.601; C -0.671; H 0.251; H 0.326; S 1.096; C -1.472; C -1.581; H 0.210; H 1.273; O -0.578; C -0.371; H 0.315; C -0.623; H 0.347; H -0.443; Cs 1.089; H 0.379; H 0.061; H 0.300; O -0.565; H 0.219; H 0.355; H 0.275; C -1.565; C 0.387; H 0.338; Cl -0.277; H 0.391; H 0.347; O -0.597; C -0.274; H 0.331; H 0.951; H 0.442; F -0.454; N 0.256; H -0.501; O -0.418; Be -0.131; F -0.422

Which F_max belongs to each record? In order, 5.38 4.10 7.78 eV/A.